# 1
{
  "formula": "C5H12NO2P",
  "method": "ωB97M-V/def2-TZVPD",
  "spin_multiplicity": 1,
  "largest_force_ev_per_a": 7.49,
  "orbital_gap_ha": 0.3562,
  "homo_ev": -8.83,
  "smiles": "CCN1CCO[P@]1(C)=O",
  "molar_mass_da": 149.1,
  "species": ["C", "C", "N", "C", "C", "O", "P", "C", "O", "H", "H", "H", "H", "H", "H", "H", "H", "H", "H", "H", "H"],
  "coordinates": [[0.773, -2.197, -0.314], [0.072, -1.383, 0.842], [0.112, -0.089, 0.560], [-0.477, 0.722, 1.624], [-0.792, 2.121, 1.105], [-1.499, 1.997, -0.099], [-1.159, 0.521, -0.976], [-0.060, 0.981, -2.309], [-2.274, -0.348, -1.162], [1.772, -1.803, -0.551], [0.885, -3.234, -0.159], [0.140, -2.017, -1.216], [-0.855, -1.926, 0.953], [0.701, -1.718, 1.705], [0.215, 0.603, 2.494], [-1.480, 0.169, 1.995], [-1.513, 2.528, 1.849], [0.113, 2.739, 0.976], [-0.403, 1.057, -3.406], [0.286, 1.979, -2.040], [0.782, 0.294, -2.314]]
}

=====

# 2
{
  "formula": "C5H12NO3",
  "method": "ωB97M-V/def2-TZVPD",
  "total_charge": -1,
  "spin_multiplicity": 1,
  "largest_force_ev_per_a": 1.74,
  "orbital_gap_ha": 0.2983,
  "homo_ev": -4.17,
  "molar_mass_da": 134.2,
  "species": ["C", "C", "C", "N", "C", "C", "O", "O", "H", "H", "H", "H", "H", "H", "H", "H", "H", "H", "H", "H", "O"],
  "coordinates": [[-1.640, 1.285, 0.683], [-0.753, 2.537, 0.606], [-1.124, 0.199, 1.708], [-1.021, -1.161, 1.170], [0.249, -1.386, 0.478], [0.174, -1.022, -1.038], [0.613, 0.124, -1.339], [-0.371, -1.870, -1.752], [-1.543, 0.804, -0.278], [-2.668, 1.496, 0.959], [-0.053, 2.437, -0.224], [-1.381, 3.394, 0.462], [-0.082, 2.650, 1.427], [-1.792, 0.245, 2.576], [-0.112, 0.478, 2.007], [-1.706, -1.296, 0.435], [0.514, -2.453, 0.529], [1.112, -0.857, 0.902], [3.072, -0.389, -0.313], [2.464, 0.642, -1.195], [3.263, 0.508, -0.639]]
}

=====

# 3
{
  "formula": "C5H12NOS",
  "method": "ωB97M-V/def2-TZVPD",
  "total_charge": -1,
  "spin_multiplicity": 1,
  "largest_force_ev_per_a": 3.18,
  "orbital_gap_ha": 0.2017,
  "homo_ev": -2.13,
  "molar_mass_da": 134.2,
  "species": ["C", "C", "C", "C", "C", "N", "O", "S", "H", "H", "H", "H", "H", "H", "H", "H", "H", "H", "H", "H"],
  "coordinates": [[-0.339, 0.528, -2.693], [-0.858, 0.629, -0.115], [1.559, 0.562, -0.919], [-0.513, -0.936, 3.952], [0.112, 0.124, -1.174], [0.188, -1.324, -1.058], [0.486, -1.926, -2.090], [0.221, -1.658, 2.417], [-1.461, 0.709, -2.884], [0.015, 1.517, -2.885], [0.248, -0.171, -3.262], [-1.845, 0.503, -0.371], [-0.678, 1.616, 0.298], [-0.735, -0.005, 0.809], [2.274, -0.135, -1.293], [1.584, 1.563, -1.389], [1.742, 0.754, 0.120], [-1.545, -1.108, 3.789], [-0.297, 0.100, 3.874], [-0.158, -1.342, 4.874]]
}

=====

# 4
{
  "formula": "C5H12NOS",
  "method": "ωB97M-V/def2-TZVPD",
  "total_charge": -1,
  "spin_multiplicity": 1,
  "largest_force_ev_per_a": 1.74,
  "orbital_gap_ha": 0.2069,
  "homo_ev": -2.55,
  "smiles": "CSCC[C@@H](N)C[O-]",
  "molar_mass_da": 134.2,
  "species": ["C", "S", "C", "C", "C", "N", "C", "O", "H", "H", "H", "H", "H", "H", "H", "H", "H", "H", "H", "H"],
  "coordinates": [[3.283, 1.373, -1.232], [1.538, 1.629, -0.888], [1.115, 0.286, 0.341], [-0.307, 0.270, 0.910], [-1.338, -0.356, -0.025], [-0.886, -1.718, -0.384], [-2.837, -0.447, 0.635], [-3.487, -1.544, 0.311], [3.647, 0.339, -1.271], [3.426, 1.642, -2.285], [3.898, 1.940, -0.537], [1.166, -0.604, -0.294], [1.877, 0.293, 1.122], [-0.627, 1.309, 1.050], [-0.278, -0.335, 1.817], [-1.409, 0.094, -1.028], [-1.712, -2.136, -0.811], [-0.927, -2.221, 0.504], [-3.436, 0.464, 0.286], [-2.707, -0.277, 1.778]]
}

=====

# 5
{
  "formula": "C5H12NS",
  "method": "ωB97M-V/def2-TZVPD",
  "total_charge": -1,
  "spin_multiplicity": 1,
  "largest_force_ev_per_a": 3.47,
  "orbital_gap_ha": 0.2321,
  "homo_ev": -2.75,
  "molar_mass_da": 118.2,
  "species": ["C", "N", "C", "C", "S", "C", "C", "H", "H", "H", "H", "H", "H", "H", "H", "H", "H", "H", "H"],
  "coordinates": [[-1.495, -0.622, 1.073], [-0.654, 0.486, 0.625], [0.364, -0.383, 0.387], [0.641, -0.986, -0.932], [2.090, -2.171, -0.826], [2.721, 1.950, -1.360], [-2.957, -0.323, 1.441], [-1.153, -1.261, 1.937], [-1.765, -1.387, 0.295], [2.769, 0.904, -1.097], [0.929, -0.813, 1.231], [1.006, -0.347, -1.745], [-0.080, -1.630, -1.445], [1.708, 2.191, -1.024], [3.344, 2.685, -0.873], [2.721, 2.172, -2.414], [-3.452, 0.460, 0.853], [-3.052, 0.194, 2.418], [-3.685, -1.119, 1.457]]
}

=====

# 6
{
  "formula": "C5H12NS",
  "method": "ωB97M-V/def2-TZVPD",
  "total_charge": -1,
  "spin_multiplicity": 1,
  "largest_force_ev_per_a": 2.35,
  "orbital_gap_ha": 0.2500,
  "homo_ev": -2.73,
  "molar_mass_da": 118.2,
  "species": ["C", "C", "N", "C", "H", "H", "H", "H", "H", "H", "H", "C", "C", "S", "H", "H", "H", "H", "H"],
  "coordinates": [[-0.391, -2.456, -0.889], [0.864, -1.965, -0.775], [1.313, -1.543, 0.489], [2.412, -0.588, 0.425], [-1.170, -2.025, -0.339], [-0.700, -3.180, -1.675], [1.548, -1.986, -1.692], [0.566, -1.137, 1.094], [3.214, -0.904, 1.137], [2.850, -0.616, -0.603], [2.057, 0.446, 0.535], [-1.231, 2.616, -0.065], [-2.005, 1.434, 0.507], [-0.944, 0.411, 1.591], [-0.309, 2.305, -0.626], [-0.880, 3.203, 0.804], [-1.874, 3.257, -0.716], [-2.498, 0.883, -0.339], [-2.822, 1.843, 1.135]]
}

=====

What did the first record say?
{
  "formula": "C5H12NO2P",
  "method": "ωB97M-V/def2-TZVPD",
  "spin_multiplicity": 1,
  "largest_force_ev_per_a": 7.49,
  "orbital_gap_ha": 0.3562,
  "homo_ev": -8.83,
  "smiles": "CCN1CCO[P@]1(C)=O",
  "molar_mass_da": 149.1,
  "species": ["C", "C", "N", "C", "C", "O", "P", "C", "O", "H", "H", "H", "H", "H", "H", "H", "H", "H", "H", "H", "H"],
  "coordinates": [[0.773, -2.197, -0.314], [0.072, -1.383, 0.842], [0.112, -0.089, 0.560], [-0.477, 0.722, 1.624], [-0.792, 2.121, 1.105], [-1.499, 1.997, -0.099], [-1.159, 0.521, -0.976], [-0.060, 0.981, -2.309], [-2.274, -0.348, -1.162], [1.772, -1.803, -0.551], [0.885, -3.234, -0.159], [0.140, -2.017, -1.216], [-0.855, -1.926, 0.953], [0.701, -1.718, 1.705], [0.215, 0.603, 2.494], [-1.480, 0.169, 1.995], [-1.513, 2.528, 1.849], [0.113, 2.739, 0.976], [-0.403, 1.057, -3.406], [0.286, 1.979, -2.040], [0.782, 0.294, -2.314]]
}

=====

What did the sixth record say?
{
  "formula": "C5H12NS",
  "method": "ωB97M-V/def2-TZVPD",
  "total_charge": -1,
  "spin_multiplicity": 1,
  "largest_force_ev_per_a": 2.35,
  "orbital_gap_ha": 0.2500,
  "homo_ev": -2.73,
  "molar_mass_da": 118.2,
  "species": ["C", "C", "N", "C", "H", "H", "H", "H", "H", "H", "H", "C", "C", "S", "H", "H", "H", "H", "H"],
  "coordinates": [[-0.391, -2.456, -0.889], [0.864, -1.965, -0.775], [1.313, -1.543, 0.489], [2.412, -0.588, 0.425], [-1.170, -2.025, -0.339], [-0.700, -3.180, -1.675], [1.548, -1.986, -1.692], [0.566, -1.137, 1.094], [3.214, -0.904, 1.137], [2.850, -0.616, -0.603], [2.057, 0.446, 0.535], [-1.231, 2.616, -0.065], [-2.005, 1.434, 0.507], [-0.944, 0.411, 1.591], [-0.309, 2.305, -0.626], [-0.880, 3.203, 0.804], [-1.874, 3.257, -0.716], [-2.498, 0.883, -0.339], [-2.822, 1.843, 1.135]]
}